# C10H16O

A cluster of 2 separate species, C10H16O in total at a distorted geometry (wB97M-V/def2-TZVPD, OMol25).

The charge is 0. The energy relative to the best compared isomer or geometry (same formula, charge and spin) comes out at 27.4 kcal per mole. As for the LUMO energy: 0.82 eV. As for the SMILES: Cc1ccccc1.CC(C)O. The HOMO energy is -9.1 eV. The HOMO-LUMO gap is 9.942 eV.

Each line ends with the Mulliken charge.
Element x y z (Å)
O (-1.324, 0.753, -1.558)  -0.554
C (0.665, -2.763, 1.731)  -1.328
C (-1.181, 0.599, 1.783)  -0.195
C (0.281, -1.324, 1.952)  0.693
C (-0.378, -0.028, -3.674)  -1.390
C (0.843, 0.801, 3.008)  -0.534
C (-0.877, -0.709, 1.460)  -0.510
C (-0.359, 1.372, 2.567)  -0.554
C (1.112, -0.531, 2.730)  -0.350
C (-0.139, 0.568, -2.296)  0.869
C (0.450, 1.975, -2.443)  -1.447
H (-0.363, 2.647, -2.745)  0.339
H (-0.182, -3.444, 1.827)  0.359
H (-2.139, 0.950, 1.405)  0.332
H (0.595, -0.037, -1.771)  0.153
H (0.809, 2.322, -1.475)  0.323
H (1.196, 2.096, -3.215)  0.393
H (1.483, 1.423, 3.612)  0.389
H (-0.440, -1.129, -3.669)  0.343
H (-1.260, 0.336, -4.192)  0.326
H (-0.572, 2.362, 2.953)  0.387
H (1.078, -2.833, 0.737)  0.274
H (-1.570, -1.446, 1.052)  0.414
H (1.437, -3.045, 2.417)  0.371
H (-1.609, -0.064, -1.119)  0.280
H (1.965, -0.944, 3.267)  0.248
H (0.480, 0.093, -4.344)  0.370

***

# C5H5N

An isolated molecule of C5H5N at a distorted geometry (wB97M-V/def2-TZVPD, OMol25).

The charge is 0. The energy relative to the best compared isomer or geometry (same formula, charge and spin) comes out at 44.9 kcal per mole. As for the LUMO energy: 0.69 eV. As for the SMILES: CC#CCC#N. The HOMO energy is -10.2 eV. The HOMO-LUMO gap is 10.848 eV.

Each line ends with the Mulliken charge.
Element x y z (Å)
N (-0.052, 0.982, -3.595)  -0.374
C (0.340, 0.439, 2.346)  -1.236
C (-0.336, -0.665, -1.571)  -0.423
C (-0.168, 0.295, -2.672)  0.209
C (-0.131, -0.152, -0.212)  -0.141
C (0.101, 0.090, 0.945)  0.580
H (1.409, 0.554, 2.558)  0.294
H (0.386, -1.473, -1.727)  0.244
H (-1.332, -1.110, -1.681)  0.262
H (-0.046, -0.333, 3.020)  0.302
H (-0.172, 1.374, 2.589)  0.282

***

Repeat the second record exactly.
# C5H5N

An isolated molecule of C5H5N at a distorted geometry (wB97M-V/def2-TZVPD, OMol25).

The charge is 0. The energy relative to the best compared isomer or geometry (same formula, charge and spin) comes out at 44.9 kcal per mole. As for the LUMO energy: 0.69 eV. As for the SMILES: CC#CCC#N. The HOMO energy is -10.2 eV. The HOMO-LUMO gap is 10.848 eV.

Each line ends with the Mulliken charge.
Element x y z (Å)
N (-0.052, 0.982, -3.595)  -0.374
C (0.340, 0.439, 2.346)  -1.236
C (-0.336, -0.665, -1.571)  -0.423
C (-0.168, 0.295, -2.672)  0.209
C (-0.131, -0.152, -0.212)  -0.141
C (0.101, 0.090, 0.945)  0.580
H (1.409, 0.554, 2.558)  0.294
H (0.386, -1.473, -1.727)  0.244
H (-1.332, -1.110, -1.681)  0.262
H (-0.046, -0.333, 3.020)  0.302
H (-0.172, 1.374, 2.589)  0.282

***

Question: The lowest HOMO belongs to which entry?
Answer: C5H5N